Record 1
{
  "formula": "C40H46Cl3EuIN2O5",
  "method": "ωB97M-V/def2-TZVPD",
  "symbols": ["C", "Cl", "H", "H", "N", "C", "H", "H", "C", "O", "H", "C", "C", "H", "H", "H", "C", "H", "H", "H", "C", "C", "C", "H", "C", "C", "C", "C", "H", "C", "O", "H", "C", "H", "H", "C", "C", "C", "H", "C", "C", "C", "C", "O", "H", "H", "C", "O", "H", "H", "C", "H", "C", "O", "H", "H", "H", "H", "I", "H", "H", "C", "H", "H", "H", "H", "C", "H", "H", "C", "H", "Cl", "Cl", "H", "H", "Eu", "H", "H", "C", "C", "H", "H", "H", "C", "C", "C", "C", "H", "C", "H", "H", "C", "N", "C", "C", "C", "H", "C"],
  "positions_angstrom": [[2.7752, 0.4213, 4.2694], [0.4218, -2.2452, 0.6500], [2.2989, 3.1516, 4.3129], [0.6929, -2.1312, -5.6323], [-4.4810, -1.1255, -0.7029], [2.3794, 0.4499, -3.7772], [3.9116, 1.7334, 1.2986], [1.7635, -3.1355, -2.2012], [-7.1730, -0.6152, -1.1177], [-0.0111, -1.7008, -2.1903], [0.3147, 1.5557, 4.3164], [1.4903, 3.7877, -4.2216], [0.5955, 0.5071, -1.6760], [3.1123, 0.4523, -4.5639], [-5.0416, -2.5072, 0.7039], [-3.6976, -0.1282, 2.8317], [-2.2580, 2.5875, 4.3870], [-1.1193, 0.3450, 5.5081], [2.9544, -3.9265, -3.2260], [1.0386, 3.2357, -5.0429], [-2.2505, -4.1288, 2.8756], [-0.2802, -3.2109, 1.9068], [-2.2474, 1.1564, 3.8207], [-1.9567, -5.4545, 4.5213], [2.1741, -2.0704, -4.0440], [2.6049, -2.9620, -2.8650], [-3.6219, 0.8926, 3.1978], [-2.0459, 0.1554, 4.9703], [1.9950, 1.3314, 0.4187], [1.7638, -0.7293, -3.4567], [-2.6313, -0.0177, -2.3585], [4.0155, 2.8412, 4.0383], [-4.8693, -0.2103, -1.5922], [-2.8706, 0.2314, 5.6785], [4.1106, 3.8105, -5.0379], [-6.2088, 0.0743, -1.8311], [-1.0922, 1.0678, 2.8262], [1.1616, 1.2784, 1.1009], [-1.3306, 2.8211, 4.9037], [-0.1066, -4.6593, 3.7749], [3.7933, 0.9855, 2.0785], [1.3351, 1.3542, 2.4534], [0.5119, -3.8617, 2.8279], [-2.3970, -2.6451, 1.0241], [4.2150, -1.4880, -4.5242], [-8.2251, -0.4255, -1.2859], [-1.6993, -3.2826, 1.8770], [-2.3065, 0.2397, 0.9212], [-2.3837, 3.3076, 3.5810], [-7.4833, -2.1144, 0.3957], [1.0065, -2.7346, -4.7827], [3.7950, 0.3515, 4.6460], [3.3226, 3.8006, -2.5034], [-4.0770, 1.5902, -2.9131], [2.4529, -0.5693, 3.9526], [3.0857, -1.3569, -5.8883], [3.3266, 2.3498, -5.6248], [3.4065, -2.4862, -2.3008], [-2.7692, -3.8836, -2.2920], [-6.4518, 0.8221, -2.5704], [1.5847, -3.7568, 2.7990], [-0.0911, 0.8924, 0.5722], [-2.0187, -0.8622, 4.5858], [2.5874, 4.0985, -1.7621], [-3.8106, 1.5668, 2.3645], [1.3098, -3.7146, -5.1450], [3.0288, 2.8200, 3.5785], [3.7898, 4.7055, -2.8918], [-4.3950, 1.0473, 3.9534], [3.3564, -1.9444, -5.0129], [-3.0778, 2.7070, 5.0923], [0.8584, -5.4867, 4.9496], [-3.9641, -4.3029, 2.8972], [3.0176, 3.5205, 2.7456], [2.1406, 0.7433, 5.0905], [-1.9993, -1.4300, -0.8523], [3.5365, 0.0347, 1.6174], [4.5827, 2.2460, -4.3762], [2.6779, 3.0014, -3.6459], [2.1195, 1.6817, -3.1300], [3.6518, -2.9352, -5.3526], [4.7520, 0.8749, 2.5798], [0.1576, -2.8694, -4.1210], [-1.2605, 0.6985, 1.4398], [3.7384, 2.8301, -4.7399], [0.1760, 1.3414, 3.2686], [-3.7625, 0.5418, -2.3651], [4.0885, 3.2039, -2.0117], [2.7168, 1.4012, 3.0874], [1.8138, 4.7605, -4.5882], [0.7262, 3.9343, -3.4624], [-1.4854, -4.8104, 3.7965], [-0.2329, 0.3795, -0.6407], [1.3090, 1.6694, -2.0264], [-5.4088, -1.7777, -0.0109], [0.7090, -0.7081, -2.4741], [1.1035, 2.5727, -1.4687], [-6.7649, -1.5571, -0.1861]],
  "mulliken_spin": [0.011, -0.002, 0.001, -0.001, -0.006, 0.075, 0.000, -0.001, 0.000, 0.042, 0.036, -0.003, 0.035, 0.020, 0.001, 0.001, 0.000, 0.000, 0.000, 0.003, 0.000, 0.002, 0.005, 0.000, -0.009, 0.006, -0.002, 0.003, 0.011, 0.004, -0.010, 0.000, 0.004, -0.001, 0.000, 0.000, -0.037, 0.086, 0.002, 0.001, -0.003, 0.013, -0.001, -0.015, 0.000, 0.000, 0.000, 0.120, -0.001, 0.000, 0.002, 0.002, -0.005, 0.001, -0.003, 0.000, -0.002, 0.000, -0.009, 0.000, 0.000, -0.029, 0.000, 0.000, 0.001, 0.000, 0.002, 0.000, 0.000, 0.001, 0.000, 0.000, 0.000, 0.000, -0.005, 6.075, 0.003, -0.003, -0.011, -0.065, 0.000, -0.001, 0.000, 0.115, 0.012, 0.082, -0.002, 0.002, -0.001, 0.000, 0.000, -0.001, 0.311, 0.064, 0.000, 0.068, 0.003, -0.001],
  "multiplicity": 8,
  "de_lowest_kcal_mol": 0.7,
  "charge": -2,
  "homo_lumo_gap_ha": [0.18895, 0.20726],
  "s_squared": 15.798,
  "homo_energy_ev": [-1.1294, -1.6287]
}

***

Record 2
{
  "formula": "C3H7NS2",
  "method": "ωB97M-V/def2-TZVPD",
  "symbols": ["N", "H", "H", "H", "C", "H", "S", "H", "C", "H", "C", "H", "S"],
  "positions_angstrom": [[-1.8607, -1.8377, 0.8001], [0.7601, 0.3547, 1.9636], [-2.0999, 1.5744, -1.2354], [1.7427, 0.8471, -0.0505], [-0.0339, 0.3682, -1.1344], [1.6338, -0.8319, -0.6045], [-1.3599, -0.6097, 1.3945], [0.3769, 0.7587, -2.0663], [0.5530, -0.4179, 1.2251], [-0.6760, -0.4918, -1.3370], [1.0714, -0.0102, -0.1574], [0.9892, -1.3549, 1.5656], [-1.0968, 1.6510, -0.3633]],
  "nbo_charge": [-0.796, 0.214, 0.140, 0.214, -0.500, 0.226, 0.920, 0.226, -0.642, 0.228, -0.430, 0.235, -0.034],
  "multiplicity": 1,
  "de_lowest_kcal_mol": 62.0,
  "charge": 0,
  "homo_lumo_gap_ha": 0.30394,
  "homo_energy_ev": -8.2565
}

***

Record 3
{
  "formula": "C41H39BN11O4SSc",
  "method": "ωB97M-V/def2-TZVPD",
  "symbols": ["O", "C", "O", "H", "H", "N", "C", "C", "H", "H", "C", "H", "H", "H", "C", "H", "C", "C", "C", "H", "C", "C", "C", "C", "H", "C", "H", "H", "H", "H", "H", "C", "H", "H", "H", "H", "O", "N", "C", "H", "C", "Sc", "N", "C", "C", "H", "H", "C", "C", "C", "C", "H", "N", "B", "H", "N", "C", "N", "N", "H", "C", "C", "C", "H", "O", "C", "C", "H", "C", "H", "C", "C", "H", "C", "N", "C", "H", "C", "C", "C", "H", "H", "N", "H", "H", "H", "H", "C", "C", "C", "N", "H", "H", "N", "H", "C", "S", "C"],
  "positions_angstrom": [[-7.4215, -1.4141, -2.4583], [-2.0980, 2.4671, -0.0413], [-0.2736, 0.5597, -4.4454], [4.1193, 2.9807, -2.4560], [-4.0195, -3.2483, -1.1303], [1.3574, -1.4224, -0.3842], [1.1534, -2.5099, -1.1392], [-3.8147, -1.0366, -2.6026], [-4.6429, -5.3608, -2.2411], [-2.3907, 1.4022, 2.5518], [-3.7968, -5.3300, -1.5700], [-0.7673, -2.6186, -2.0705], [3.0969, -3.5943, 1.2462], [-4.3952, 1.2969, 0.4122], [5.6344, -1.8865, 3.4267], [-3.6555, -1.7354, -3.4129], [-2.9798, 0.5801, -1.0477], [-0.0295, 1.1722, -3.4320], [-2.3287, -4.0741, -0.1002], [2.0343, 2.7491, 1.5763], [-0.4381, 4.9771, 2.1813], [0.8146, 4.3998, 2.2569], [-1.5786, -5.2493, 0.1283], [-2.2092, 0.3249, 2.4930], [6.5550, -0.7317, 5.7573], [-0.0981, 4.5626, -2.0861], [-1.7844, -0.3970, -2.5505], [4.9449, -0.1785, 6.2165], [0.5317, -3.4230, -2.9402], [5.9755, 0.8435, 5.2211], [-0.6395, 5.3737, -5.3157], [0.2850, -2.5416, -2.3510], [0.0211, 4.9994, -1.0999], [-3.0613, 2.9619, -0.1908], [-1.3538, -7.3269, -0.3089], [1.8772, -4.6003, -0.9614], [-5.9047, -2.9509, -2.9538], [0.1811, -0.0144, 1.8209], [-6.1506, -1.8570, -2.5294], [1.8689, -0.9029, 4.4177], [-0.2501, -0.3597, 3.9927], [0.4515, 0.6441, -0.3812], [3.7319, -1.1676, 2.5699], [-0.4658, 4.7742, -4.4326], [5.6785, -0.1878, 5.4117], [-2.5556, -0.0452, 1.5324], [-0.4862, 2.8707, -5.4604], [1.0676, 3.2322, 1.5424], [-0.1415, 2.6763, -3.3597], [-3.0368, -6.4728, -1.3323], [5.1127, -0.8196, 4.1837], [0.4115, -1.6604, -2.9743], [2.5837, 1.1289, -0.1733], [2.6158, -0.7154, 1.6558], [-6.2526, -0.0070, -0.4743], [3.1930, 0.5354, 0.8919], [-5.2918, -0.0616, -0.9707], [-1.8816, 1.2873, -0.4690], [2.2050, -1.7836, 0.6194], [5.5628, 2.4756, -0.1971], [4.7305, -2.0657, 2.4113], [-1.0833, 3.2008, 0.7290], [-2.7616, -0.2876, -2.1121], [-2.8195, -0.1465, 3.2626], [0.3191, 0.6061, -2.3049], [4.6593, 1.9309, 0.0032], [2.4874, -3.0889, 0.5158], [-0.7792, -0.4566, 4.9218], [-1.4126, 4.3670, 1.4011], [6.5398, -2.4391, 3.5948], [-0.7791, -0.0019, 2.7528], [-5.0828, -0.9295, -2.0365], [-7.4370, -0.4755, -2.2384], [1.8480, -3.5933, -0.5917], [0.1386, 2.6495, 0.7899], [-0.3222, 5.3727, -3.1907], [-2.4078, 4.7806, 1.3172], [-1.9325, -6.4306, -0.4828], [3.1837, 2.7749, -1.9383], [4.4466, 1.0053, 0.9992], [-0.6609, 5.8839, 2.7256], [2.7164, 3.7296, -1.6932], [1.3318, -0.3797, 2.4576], [-3.3070, -7.4029, -1.8134], [1.5992, 4.8328, 2.8597], [4.7829, -2.7342, 1.5682], [-0.7216, -5.1897, 0.7848], [-0.3787, 3.3960, -4.5240], [-3.4504, -4.1475, -0.9560], [-4.2392, 0.6864, -0.4669], [-0.0070, 3.2391, -2.1610], [-0.3792, 6.4454, -3.0746], [5.1015, 0.6449, 1.7707], [3.9810, -0.3858, 3.6584], [2.5244, 2.2384, -2.6185], [1.0828, -0.5982, 3.7568], [-1.8496, -2.5932, 0.5805], [3.4670, 1.9714, -0.7198]],
  "mulliken_spin": [0.000, 0.004, 0.000, 0.000, 0.026, 0.012, -0.015, 0.014, 0.001, 0.001, -0.067, -0.008, 0.000, 0.000, 0.000, 0.004, -0.012, 0.000, 0.006, 0.000, 0.000, 0.000, 0.106, 0.029, 0.000, 0.000, -0.013, 0.000, 0.001, 0.000, 0.000, 0.022, 0.000, 0.000, -0.001, 0.001, 0.000, 0.003, 0.000, 0.000, -0.001, -0.038, 0.000, 0.000, 0.000, -0.011, 0.000, 0.000, 0.000, 0.160, 0.000, -0.001, 0.001, -0.005, 0.000, 0.000, 0.001, -0.012, 0.008, 0.000, 0.000, -0.001, 0.018, -0.001, 0.020, 0.000, -0.001, 0.000, 0.001, 0.000, -0.004, -0.002, 0.000, 0.003, -0.001, 0.000, 0.000, -0.059, 0.000, 0.000, 0.000, 0.000, 0.005, 0.008, 0.000, 0.000, 0.000, 0.000, 0.101, 0.001, 0.000, 0.000, 0.000, 0.000, 0.000, 0.002, 0.694, 0.000],
  "multiplicity": 2,
  "charge": 1,
  "homo_lumo_gap_ha": [0.24685, 0.24494],
  "s_squared": 0.776,
  "homo_energy_ev": [-10.4726, -10.7185]
}

***

Record 4
{
  "formula": "Cl3O2PS",
  "method": "ωB97M-V/def2-TZVPD",
  "symbols": ["Cl", "Cl", "S", "O", "O", "Cl", "P"],
  "positions_angstrom": [[-1.6408, -2.1018, 0.2665], [-2.2866, 0.7806, 0.3804], [1.1552, 0.8119, -0.3230], [0.8950, 1.2661, 1.0519], [-0.0463, -0.1269, -0.8552], [2.7285, -0.6633, -0.0390], [-1.5846, -0.5173, -0.9604]],
  "mulliken_spin": [0.007, 0.003, 0.721, 0.494, 0.053, 0.700, 0.021],
  "multiplicity": 3,
  "de_lowest_kcal_mol": 17.8,
  "charge": 0,
  "homo_lumo_gap_ha": [0.27904, 0.22759],
  "s_squared": 2.007,
  "homo_energy_ev": [-7.3626, -10.4909]
}

***

Record 5
{
  "formula": "C4H8ClNO",
  "method": "ωB97M-V/def2-TZVPD",
  "symbols": ["H", "H", "H", "C", "H", "H", "C", "H", "Cl", "H", "C", "C", "H", "N", "O"],
  "positions_angstrom": [[-1.9865, -1.9003, -1.0745], [-0.2398, -2.1511, -0.8353], [-1.3286, -2.1262, 0.5698], [1.5249, 0.8414, -0.7162], [1.0143, 2.0760, 1.0416], [1.2895, 0.7059, -1.7514], [-1.1419, -1.6952, -0.4202], [-0.1322, 2.2283, -0.3373], [-2.5274, 0.5428, 0.0407], [0.8049, 0.0273, 2.1822], [0.5791, 1.5889, 0.1721], [0.0853, 0.1883, 0.3979], [2.4651, 0.4953, -0.3355], [-0.9226, -0.2690, -0.3980], [0.5159, -0.5523, 1.4641]],
  "nbo_charge": [0.215, 0.218, 0.195, -0.410, 0.212, 0.214, -0.425, 0.240, -0.044, 0.484, -0.462, 0.438, 0.205, -0.384, -0.696],
  "multiplicity": 1,
  "de_lowest_kcal_mol": 74.3,
  "charge": 0,
  "homo_lumo_gap_ha": [0.30408, 0.30410],
  "homo_energy_ev": [-7.9093, -7.9098]
}